# 1
Below is a structure of composition C24H27GeN2O6P2RuS, with properties calculated with ωB97M-V/def2-TZVPD.

```
64
Properties=species:S:1:pos:R:3:forces:R:3:mulliken_charge:R:1
Ru 0.4003 -0.9740 -0.2051 0.43 0.21 0.12 0.670
N -1.0410 1.0297 3.8550 -0.11 -0.03 0.00 -0.226
C -0.8786 -0.3421 3.2185 -0.12 0.03 0.02 0.834
C -1.0865 -1.4377 4.2526 0.02 -0.01 -0.04 -1.786
P -2.0793 -0.3496 1.7884 0.09 -0.45 -0.02 0.978
O -3.4118 -0.9690 2.3629 -0.02 0.19 0.09 -0.566
O -2.2367 1.0910 1.4226 0.11 0.20 -0.34 -0.761
O -1.5294 -1.2542 0.7046 -0.13 -0.14 0.15 -0.817
P 0.8055 -0.3500 2.4755 0.06 0.02 -0.15 0.759
O 1.6088 0.1181 3.7676 0.01 0.02 -0.02 -0.606
O 1.1768 -1.6954 1.9350 -0.03 0.04 0.09 -0.709
O 0.7649 0.7202 1.3967 -0.06 -0.01 0.12 -0.551
H -1.2491 1.6967 3.0939 0.07 0.05 0.01 0.160
H -0.1955 1.3042 4.3628 0.01 0.01 0.00 0.399
H -1.8295 1.0377 4.5058 -0.01 0.00 0.01 0.394
H -2.0920 -1.3966 4.6732 0.00 0.00 0.00 0.443
H -0.3526 -1.3665 5.0562 0.00 0.00 0.00 0.451
H -0.9556 -2.4078 3.7736 0.00 0.00 0.00 0.434
H -3.5839 -1.8910 2.1310 -0.02 -0.01 -0.04 0.391
H 2.5737 0.1183 3.7082 0.01 -0.02 0.03 0.411
C 3.0851 1.0222 -0.8449 0.01 -0.02 0.00 -0.974
C 3.4383 -0.4041 -1.1318 0.06 0.14 0.07 0.975
C 4.7661 -0.7429 -1.4508 0.02 -0.01 0.00 -0.972
C 5.0722 -2.0279 -1.7878 -0.04 0.01 0.02 -0.744
C 4.0439 -2.9919 -1.8416 0.02 -0.02 -0.01 1.139
C 4.2965 -4.3305 -2.2384 0.00 0.01 0.01 -0.754
C 3.2774 -5.2462 -2.3304 0.03 -0.01 0.00 -0.788
C 1.9759 -4.8563 -2.0330 -0.03 0.01 0.00 -0.449
C 1.6736 -3.5524 -1.6147 0.07 0.06 -0.03 0.867
S 0.0560 -3.1719 -1.2775 0.00 -0.36 -0.14 -0.267
C 2.7410 -2.5886 -1.5070 -0.07 -0.03 -0.04 -0.137
N 2.4676 -1.3080 -1.1253 -0.02 -0.21 -0.14 -0.338
H 3.9591 1.5827 -0.5202 0.01 0.01 0.00 0.521
H 2.3086 1.1152 -0.0831 0.08 0.00 -0.08 0.089
H 2.7294 1.4794 -1.7727 0.01 0.01 0.01 0.242
H 5.5248 0.0263 -1.4250 0.00 0.00 -0.01 0.484
H 6.0881 -2.3135 -2.0305 0.00 -0.01 -0.01 0.464
H 5.3136 -4.6149 -2.4775 0.00 0.00 0.00 0.424
H 3.4792 -6.2617 -2.6399 -0.01 0.00 0.00 0.422
H 1.1634 -5.5661 -2.1178 0.00 0.01 0.00 0.488
Ge -1.2258 1.3079 -0.8894 -0.46 0.35 0.33 0.812
C -0.8045 3.0750 -0.3745 0.24 0.09 0.01 0.641
C -1.6676 3.8391 0.4159 0.00 0.01 -0.02 -0.325
C -1.3394 5.1505 0.7111 0.02 0.02 -0.02 -0.795
C -0.1569 5.7018 0.2279 0.00 -0.01 0.00 -0.474
C 0.7034 4.9455 -0.5550 -0.01 0.05 -0.01 -0.740
C 0.3823 3.6320 -0.8559 -0.05 -0.06 -0.04 -0.062
C -2.8504 0.6179 -1.5430 0.53 -0.60 -0.32 0.772
C -4.0698 1.1132 -1.1323 -0.64 0.38 0.25 -0.035
C -5.2345 0.5567 -1.6240 -0.19 -0.02 -0.04 -0.769
C -5.1768 -0.5068 -2.5219 -0.66 0.32 0.26 -0.455
C -3.9685 -1.0128 -2.9257 0.59 -0.25 -0.24 -0.816
C -2.7993 -0.4570 -2.4357 0.26 0.03 -0.07 -0.346
H -0.0533 0.5336 -1.6571 -0.01 -0.02 0.16 -0.326
H -2.5799 3.4114 0.8073 -0.01 0.00 -0.03 0.370
H -2.0086 5.7493 1.3142 0.00 0.01 0.00 0.432
H 0.0912 6.7290 0.4598 0.00 0.00 0.01 0.420
H 1.6178 5.3797 -0.9354 0.00 0.01 0.00 0.425
H 1.0503 3.0501 -1.4810 -0.01 0.01 0.04 0.348
H -4.1180 1.9297 -0.4245 -0.07 0.01 0.01 0.322
H -6.1926 0.9488 -1.3117 0.00 0.00 0.00 0.436
H -6.0908 -0.9376 -2.9078 -0.04 0.03 0.03 0.417
H -3.9331 -1.8348 -3.6273 0.06 -0.01 0.00 0.427
H -1.8434 -0.8536 -2.7631 -0.01 -0.01 0.01 0.328
```
Positions in Å, forces in eV/Å.

Results
highest occupied orbital energy (spin up / spin down): -13.45 / -14.43 eV
2S+1: 6
gap between HOMO and LUMO (spin up / spin down): 0.264 / 0.238 Ha
total charge: +2
energy above the lowest of the compared OMol25 structures with the same formula, charge and spin: 0.951 eV
largest force on an atom: 0.9 eV/Å


# 2
Below is the ion C24H27N2O3 with charge +1, with properties calculated with ωB97M-V/def2-TZVPD.

```
56
Properties=species:S:1:pos:R:3:forces:R:3:mulliken_charge:R:1
C 2.1518 4.3895 0.7898 0.06 0.22 -0.09 -1.029
O 1.8014 3.1132 1.2829 -0.06 -0.20 0.19 -0.347
C 2.2609 2.0168 0.6440 0.05 -0.24 -0.19 -0.145
C 3.0769 2.0172 -0.4840 -0.21 0.26 0.32 -0.701
C 3.4907 0.8275 -1.0572 0.05 -0.46 -0.08 -0.984
C 3.0984 -0.3956 -0.5295 -0.05 0.11 0.08 0.478
O 3.4279 -1.6174 -1.0466 -0.23 0.13 0.31 -0.397
C 4.3907 -1.6722 -2.0812 0.17 -0.07 -0.23 -0.998
C 2.2863 -0.4050 0.6151 0.06 -0.08 -0.15 0.522
C 1.8600 -1.7093 1.2291 0.70 0.34 0.07 -1.179
N 0.4565 -2.0394 0.8498 -0.10 0.23 0.11 0.655
C 0.3140 -2.3719 -0.5849 -0.17 -0.06 -0.84 -0.034
C -1.1854 -2.3405 -0.9651 0.07 0.10 -0.28 -1.160
N -1.9756 -2.5048 0.2299 -0.19 -0.09 0.08 0.021
C -2.6290 -1.4520 0.8511 0.09 -0.29 -0.26 -0.010
O -2.8042 -1.4703 2.0498 -0.02 0.16 0.30 -0.585
C -3.0880 -0.3739 -0.0600 -0.47 0.19 -0.18 0.469
C -3.9769 -0.6752 -1.0658 0.30 -0.01 0.38 0.156
C -4.4733 0.3324 -1.9023 -0.04 0.27 -0.14 -0.959
C -4.0589 1.6257 -1.7412 -0.10 -0.21 -0.06 -0.818
C -3.1404 1.9719 -0.7283 0.11 -0.23 0.19 1.084
C -2.6972 3.3001 -0.5519 0.12 0.13 0.10 -0.856
C -1.8176 3.6185 0.4440 -0.17 0.12 -0.20 -0.709
C -1.3439 2.6245 1.3135 0.05 -0.28 0.07 -0.837
C -1.7440 1.3263 1.1607 0.13 0.14 0.17 -0.647
C -2.6531 0.9627 0.1448 -0.11 0.05 -0.21 0.346
C -1.4739 -3.5587 1.0813 -0.15 -0.04 0.22 -0.915
C -0.1166 -3.1284 1.6796 -0.51 -0.52 0.42 -0.483
C 1.8767 0.7885 1.1831 0.15 0.16 -0.15 0.190
H 1.6775 5.1020 1.4616 0.06 -0.01 -0.07 0.249
H 3.2340 4.5427 0.8090 -0.03 -0.01 -0.01 0.405
H 1.7745 4.5403 -0.2257 0.02 -0.02 0.02 0.402
H 3.4081 2.9422 -0.9260 0.02 0.12 -0.03 0.494
H 4.1263 0.8692 -1.9261 0.07 -0.02 -0.10 0.440
H 4.0198 -1.2033 -2.9966 0.02 0.00 0.04 0.372
H 4.5620 -2.7313 -2.2635 0.03 0.09 -0.04 0.267
H 5.3275 -1.2002 -1.7775 -0.03 0.01 0.01 0.387
H 1.9045 -1.6433 2.3181 -0.13 -0.10 -0.07 0.530
H 2.5094 -2.5151 0.8836 -0.21 -0.04 0.09 0.549
H -0.1030 -1.1903 1.0184 0.14 -0.14 0.00 -0.464
H 0.8783 -1.6510 -1.1755 0.02 -0.07 0.13 0.226
H 0.7495 -3.3604 -0.7407 0.07 0.08 0.14 0.419
H -1.4045 -3.1459 -1.6729 0.10 0.10 0.01 0.346
H -1.4496 -1.3918 -1.4355 0.12 -0.16 0.03 0.471
H -4.3121 -1.6935 -1.1966 -0.02 -0.12 -0.02 0.540
H -5.1845 0.0753 -2.6715 -0.07 0.01 -0.08 0.418
H -4.4350 2.4058 -2.3860 -0.05 0.07 -0.08 0.433
H -3.0746 4.0614 -1.2183 -0.03 0.10 -0.06 0.419
H -1.4901 4.6380 0.5779 0.00 0.12 -0.01 0.448
H -0.6598 2.8939 2.1028 0.06 -0.01 0.06 0.449
H -1.4041 0.5723 1.8575 -0.01 -0.03 0.13 0.695
H -1.3782 -4.4678 0.4853 0.04 0.04 0.03 0.391
H -2.1973 -3.7301 1.8795 0.19 -0.06 -0.07 0.431
H -0.2518 -2.7539 2.6954 0.11 0.08 -0.12 0.429
H 0.5873 -3.9614 1.6966 0.09 0.15 -0.05 0.444
H 1.2716 0.7957 2.0763 -0.10 -0.01 0.19 0.685
```
Positions in Å, forces in eV/Å.

Results
SMILES: COc1ccc(OC)c(C[NH+]2CCN(C(=O)c3cccc4ccccc34)CC2)c1
highest occupied orbital energy: -10.93 eV
gap between HOMO and LUMO: 0.318 Ha
total charge: +1
energy above the lowest of the compared OMol25 structures with the same formula, charge and spin: 0.000 eV
largest force on an atom: 0.9 eV/Å


# 3
Below is the molecule C24H27N3O5S in a non-equilibrium geometry, with properties calculated with ωB97M-V/def2-TZVPD.

```
60
Properties=species:S:1:pos:R:3:forces:R:3:mulliken_charge:R:1
C -5.8926 -0.8681 1.5628 0.04 0.02 -0.02 -1.754
C -4.6793 -1.4317 0.8896 0.16 -0.15 -0.08 1.252
C -4.3406 -2.7575 1.0525 -0.12 0.09 0.06 -0.951
C -3.2107 -3.2974 0.4451 0.10 0.22 -0.13 -0.898
C -2.3825 -2.5316 -0.3479 0.00 -0.12 0.02 1.263
C -1.1620 -3.1181 -0.9948 -0.12 0.09 0.05 -1.758
C -2.7172 -1.1793 -0.5308 -0.60 -0.16 0.46 -0.902
N -1.9389 -0.3713 -1.3175 0.35 -0.19 -0.14 0.075
C -2.1402 0.9610 -1.5623 0.01 -0.26 -0.06 0.289
O -1.3618 1.5744 -2.2846 0.04 0.14 -0.23 -0.784
C -3.3061 1.5361 -0.9118 -0.39 0.11 0.10 0.503
C -3.5013 3.0130 -1.0757 0.21 0.03 0.20 -1.443
C -2.7378 3.7614 0.0318 -0.30 0.04 -0.08 -0.837
N -1.3275 3.4583 0.0126 -0.01 0.21 -0.20 -0.135
C -0.7958 2.5167 0.8222 0.18 0.21 0.05 0.381
O -1.4145 1.9801 1.7232 -0.03 -0.14 0.19 -0.653
C 0.6578 2.2336 0.5894 0.26 -0.20 0.02 1.077
C 1.4561 2.0056 1.7081 -0.09 -0.01 -0.08 -0.732
C 2.8009 1.7188 1.5582 -0.02 0.04 0.17 -0.498
C 3.3363 1.6548 0.2856 0.65 -0.20 -0.12 -0.038
S 5.0403 1.1438 0.0775 0.10 -0.27 -0.05 1.287
O 5.5309 1.6222 -1.1797 -0.34 -0.07 -0.13 -0.727
O 5.7739 1.4307 1.2728 -0.31 -0.09 0.19 -0.727
N 4.9429 -0.5209 -0.0441 0.30 0.97 0.05 -0.028
C 4.5328 -1.2193 1.1518 -0.05 -0.41 0.46 -0.376
C 4.8392 -2.7076 0.9645 0.02 0.29 0.19 -0.704
O 4.1997 -3.2126 -0.1857 -0.16 -0.14 0.00 -0.389
C 4.6194 -2.5251 -1.3420 -0.01 0.31 -0.14 -0.715
C 4.3032 -1.0312 -1.2337 -0.13 -0.34 -0.50 -0.315
C 2.5556 1.8610 -0.8356 0.05 0.06 -0.13 -1.229
C 1.2106 2.1572 -0.6867 0.00 0.03 0.09 -0.338
C -4.1043 0.7681 -0.1379 0.27 0.22 -0.34 -0.302
C -3.8554 -0.6204 0.0818 0.30 -0.44 -0.03 1.042
H -6.5881 -0.4590 0.8311 -0.10 0.06 0.01 0.380
H -6.4049 -1.6429 2.1273 -0.04 0.00 0.03 0.354
H -5.6114 -0.0714 2.2501 -0.07 0.08 0.07 0.376
H -4.9596 -3.3945 1.6667 -0.09 -0.03 0.07 0.342
H -2.9770 -4.3404 0.6010 0.06 -0.10 -0.01 0.353
H -1.2170 -3.0374 -2.0810 0.08 -0.03 -0.10 0.372
H -0.2584 -2.6109 -0.6545 0.14 0.00 -0.03 0.359
H -1.0726 -4.1704 -0.7391 0.05 -0.04 -0.02 0.355
H -1.1192 -0.7752 -1.7533 -0.09 0.17 0.00 0.210
H -4.5580 3.2742 -1.0139 -0.03 0.00 -0.04 0.463
H -3.1084 3.3162 -2.0484 -0.13 0.03 0.01 0.341
H -2.8712 4.8402 -0.0869 -0.02 -0.07 0.08 0.398
H -3.1106 3.4515 1.0113 0.01 0.14 -0.11 0.393
H -0.8132 3.7378 -0.8084 0.06 -0.08 0.12 0.272
H 1.0024 2.0532 2.6864 -0.03 -0.01 0.08 0.484
H 3.4473 1.5572 2.4063 0.01 0.01 0.16 0.503
H 5.0993 -0.8030 1.9839 -0.08 -0.16 0.11 0.412
H 3.4537 -1.0900 1.3356 0.08 -0.04 0.02 0.271
H 4.4604 -3.2901 1.8055 0.09 0.10 0.00 0.345
H 5.9265 -2.8432 0.8780 -0.06 -0.01 0.05 0.365
H 4.0826 -2.9761 -2.1781 0.08 0.10 0.00 0.355
H 5.7017 -2.6542 -1.4831 -0.06 0.00 -0.04 0.356
H 4.7058 -0.4808 -2.0834 -0.10 -0.14 -0.11 0.411
H 3.2106 -0.8929 -1.1848 0.07 -0.03 -0.04 0.229
H 3.0158 1.8034 -1.8094 -0.03 0.01 -0.16 0.509
H 0.5889 2.2730 -1.5626 -0.04 0.04 -0.03 0.334
H -4.9569 1.2211 0.3452 -0.11 0.09 0.05 0.524
```
Positions in Å, forces in eV/Å.

Results
SMILES: Cc1ccc(C)c2[nH]c(=O)c(CCNC(=O)c3ccc(S(=O)(=O)N4CCOCC4)cc3)cc12
highest occupied orbital energy: -8.44 eV
gap between HOMO and LUMO: 0.313 Ha
energy above the lowest of the compared OMol25 structures with the same formula, charge and spin: 1.705 eV
largest force on an atom: 1.0 eV/Å


# 4
Below is the molecule C24H27N3O6S in a non-equilibrium geometry, with properties calculated with ωB97M-V/def2-TZVPD.

```
61
Properties=species:S:1:pos:R:3:forces:R:3:mulliken_charge:R:1
C 3.4478 0.8019 3.8979 0.15 0.10 0.16 -1.218
C 2.9712 -0.5689 4.1810 -0.17 -0.39 0.06 0.301
N 3.1731 -1.1965 5.3062 0.63 1.24 0.15 -0.797
O 2.5912 -2.4236 5.2044 -0.56 -0.77 -0.59 -0.179
C 2.0206 -2.5597 4.0046 -0.12 0.44 -0.52 0.293
C 1.3089 -3.8046 3.6654 -0.07 -0.15 0.14 -0.991
C 2.2234 -1.3990 3.2977 -0.24 -0.31 -0.19 0.219
S 1.7799 -1.0150 1.6417 0.36 0.12 0.74 1.537
O 2.9127 -0.4343 0.9903 0.01 0.17 0.01 -0.685
O 1.1676 -2.1633 1.0387 -0.12 -0.11 0.20 -0.558
N 0.6508 0.2270 1.8736 0.95 -0.59 0.35 0.434
C -0.4177 -0.1198 2.7922 -0.28 -0.43 0.33 -1.116
C -1.2661 -1.2799 2.2531 -0.28 0.50 0.37 0.590
O -1.3476 -2.3488 2.8221 -0.04 -0.29 0.18 -0.730
N -1.9269 -0.9667 1.1264 -0.15 0.14 -0.27 0.026
C -2.5680 -1.9536 0.2726 -0.07 -0.02 0.04 -1.390
C -2.0127 -1.8143 -1.1189 -0.22 0.03 -0.07 0.519
C -2.6533 -1.0043 -2.0441 -0.01 -0.14 0.20 -0.580
C -2.1206 -0.7680 -3.3093 0.34 -0.05 -0.31 -0.839
C -0.9228 -1.3714 -3.6008 0.08 -0.26 0.47 0.810
C -0.2719 -2.1892 -2.6736 -0.45 0.33 -0.22 0.829
C -0.7928 -2.4250 -1.4263 0.21 -0.04 -0.33 -0.914
O 0.8930 -2.6519 -3.2195 -0.11 -0.11 0.45 -0.531
C 0.9676 -2.0942 -4.5118 0.95 -0.19 -0.86 -0.394
O -0.1748 -1.2959 -4.7454 -0.42 0.22 0.10 -0.511
C 0.3278 1.0051 0.7408 0.13 0.49 -0.76 -0.124
C -0.2739 2.2528 0.9026 0.08 -0.22 0.16 -0.864
C -0.6131 3.0131 -0.1990 -0.03 -0.05 -0.08 -0.270
C -0.3476 2.5695 -1.4899 0.10 -0.12 -0.13 0.909
C -0.7480 3.3773 -2.6988 -0.11 0.17 0.07 0.125
C -0.1078 4.7663 -2.6791 0.00 -0.24 -0.13 -1.564
C -2.2729 3.4798 -2.7837 0.22 -0.08 -0.15 -1.383
C 0.2829 1.3420 -1.6386 -0.03 0.10 0.07 -1.233
C 0.6109 0.5604 -0.5463 -0.09 0.09 0.10 0.203
H 3.8472 0.8364 2.8865 0.07 0.09 0.03 0.326
H 4.2042 1.0892 4.6219 0.04 0.07 0.02 0.434
H 2.6145 1.5014 3.9535 -0.03 0.07 -0.02 0.221
H 1.4641 -4.5450 4.4446 0.03 -0.08 0.01 0.367
H 1.6570 -4.1762 2.7045 0.04 -0.07 0.00 0.280
H 0.2436 -3.5915 3.5569 0.06 -0.02 0.04 0.173
H -1.0498 0.7538 2.9633 0.14 -0.05 -0.04 0.549
H 0.0273 -0.4240 3.7417 -0.25 0.03 -0.07 0.465
H -1.7425 -0.0739 0.6902 0.02 -0.06 0.09 0.197
H -2.3509 -2.9336 0.7017 -0.11 0.08 -0.05 0.587
H -3.6504 -1.7864 0.2790 0.10 -0.15 -0.03 0.379
H -3.5929 -0.5415 -1.7813 -0.13 0.04 0.06 0.392
H -2.6184 -0.1388 -4.0277 -0.08 0.09 -0.11 0.501
H -0.2649 -3.0197 -0.6999 0.06 -0.11 0.08 0.543
H 1.0118 -2.9005 -5.2614 -0.08 0.16 0.21 0.294
H 1.8740 -1.4728 -4.5954 -0.24 -0.10 0.09 0.308
H -0.4756 2.6279 1.8951 0.00 0.04 0.11 0.492
H -1.0884 3.9698 -0.0431 -0.06 0.12 0.02 0.323
H -0.3926 2.8494 -3.5902 0.00 -0.01 0.08 0.400
H -0.4729 5.3517 -1.8391 -0.04 0.10 0.11 0.290
H 0.9732 4.6827 -2.5957 0.11 0.07 0.01 0.372
H -0.3444 5.3009 -3.5963 -0.02 0.11 -0.07 0.457
H -2.5649 4.0062 -3.6895 -0.09 0.07 -0.09 0.460
H -2.7162 2.4864 -2.8000 -0.11 -0.08 0.01 0.222
H -2.6712 4.0208 -1.9287 -0.07 0.07 0.11 0.317
H 0.5089 0.9788 -2.6301 0.02 -0.05 -0.13 0.269
H 1.0793 -0.3986 -0.6868 -0.02 -0.05 -0.19 0.457
```
Positions in Å, forces in eV/Å.

Results
SMILES: Cc1noc(C)c1S(=O)(=O)N(CC(=O)NCc1ccc2c(c1)OCO2)c1ccc(C(C)C)cc1
highest occupied orbital energy: -8.26 eV
gap between HOMO and LUMO: 0.326 Ha
energy above the lowest of the compared OMol25 structures with the same formula, charge and spin: 3.061 eV
largest force on an atom: 1.4 eV/Å